No. 1
23
Properties=species:S:1:pos:R:3 method="wB97M-V/def2-TZVPD" gap_ev=5.00 e_lumo_ev=-11.3 charge=+2 e_homo_ev=-16.32
In -0.34092 -1.44493 -0.96776
F 0.19587 -0.00763 0.17282
O 1.53375 0.13382 2.47753
O 1.72846 -1.28977 -1.49413
O -1.04936 -2.47666 0.67784
O -2.30022 -0.56814 -0.50019
O 2.02453 2.22564 0.10589
O -1.33762 1.46703 1.87310
O -0.51937 0.07447 -2.60664
H 2.17177 -0.66659 -2.04953
H 2.37383 -1.71405 -0.98911
H -0.69976 -0.13156 -3.52127
H -2.48294 0.38319 -0.62036
H -0.11290 0.93248 -2.65523
H 2.09803 3.21381 0.28636
H -1.20133 2.36922 1.58285
H -1.34662 -3.38925 0.83137
H 1.11588 0.19636 1.58931
H -1.31401 -2.04798 1.51761
H 1.18514 1.89643 0.38913
H 2.22780 0.76662 2.46887
H -0.97144 0.89913 1.26884
H -2.97854 -0.82162 0.16271

=====

No. 2
8
Properties=species:S:1:pos:R:3 method="wB97M-V/def2-TZVPD" gap_ev="6.54 / 6.55" e_lumo_ev="-3.4 / -3.4" e_homo_ev="-9.95 / -9.96"
S 1.86498 0.08285 -0.34677
F 1.99847 -1.02328 0.90408
O -2.55439 -0.41434 -0.53131
O 0.47933 -0.24262 -0.85159
O 1.70956 1.28438 0.44557
N -1.53539 -0.03756 0.03768
H -1.04001 1.00372 -0.17855
H -0.92255 -0.65316 0.52089

=====

No. 3
5
Properties=species:S:1:pos:R:3 method="wB97M-V/def2-TZVPD" s_squared=0.751 gap_ev="5.66 / 7.49" e_lumo_ev="0.2 / -0.3" multiplicity=2 e_homo_ev="-5.43 / -7.77"
Yb -1.03542 2.02508 -0.17370
F 0.97739 1.59733 -0.15425
O -0.18957 -1.02305 0.35017
H -0.50155 -1.75195 -0.19303
H 0.74914 -0.84741 0.17081

=====

No. 4
5
Properties=species:S:1:pos:R:3 method="wB97M-V/def2-TZVPD" gap_ev="6.66 / 6.67" e_lumo_ev="-2.5 / -2.5" e_homo_ev="-9.16 / -9.16"
S 1.83801 0.53443 -0.37542
P -1.17850 0.65683 0.44845
F 1.99468 -1.00684 0.23006
H -1.23869 -0.73348 0.62361
H -1.41550 0.54906 -0.92669

=====

No. 5
6
Properties=species:S:1:pos:R:3 method="wB97M-V/def2-TZVPD" gap_ev=10.99 e_lumo_ev=0.6 e_homo_ev=-10.41
F -0.97373 0.67933 -1.26971
N 0.42693 0.47309 -0.31092
N 0.12698 -0.14688 0.75812
H -0.18712 -1.05461 0.54844
H 0.94703 -0.38952 -1.13479
H -0.34008 0.43860 1.40886

=====

No. 6
7
Properties=species:S:1:pos:R:3 method="wB97M-V/def2-TZVPD" gap_ev=11.25 e_lumo_ev=0.3 smiles="[H]/N=[NH+]/[O-].F" e_homo_ev=-11.00
F -2.09553 0.44175 -0.24757
O -0.05644 -1.55329 0.15585
N 0.55696 -0.51139 0.31884
N 0.68193 0.43422 -0.47544
H 0.96910 -0.32511 1.24587
H 1.28384 1.26282 -0.19804
H -1.33986 0.25100 -0.79950

=====

No. 7
7
Properties=species:S:1:pos:R:3 method="wB97M-V/def2-TZVPD" s_squared=2.006 gap_ev="7.41 / 12.21" e_lumo_ev="0.8 / 0.2" multiplicity=3 e_homo_ev="-6.59 / -11.96"
F 1.82084 0.69382 -0.27245
O 1.81330 -0.44164 0.50742
N -1.45870 0.12762 0.70103
N -1.31282 0.01240 -0.46927
H -2.10669 -0.07383 -1.06034
H -0.31311 -0.15689 -0.84645
H 1.55720 -0.16150 1.44007

=====

No. 8
8
Properties=species:S:1:pos:R:3 method="wB97M-V/def2-TZVPD" gap_ev=8.42 e_lumo_ev=-1.1 smiles="FP=S.PS" e_homo_ev=-9.53
S -1.70848 -1.75455 0.27974
S 1.82779 1.94124 -1.83637
P 1.75384 0.22407 -1.08123
P -0.65605 0.12195 0.58496
F 2.43475 0.48648 0.35593
H -1.49336 0.64632 1.57913
H -0.62802 -2.64249 0.54382
H -1.53046 0.97699 -0.42598

=====

No. 9
5
Properties=species:S:1:pos:R:3 method="wB97M-V/def2-TZVPD" gap_ev=10.74 e_lumo_ev=0.6 smiles=F.S e_homo_ev=-10.16
S 1.47841 -0.38923 -0.07944
F -2.62664 -0.27708 -0.13741
H -1.81247 -0.39588 0.29690
H 0.63356 0.51193 0.43697
H 2.32714 0.55026 -0.51703

=====

No. 10
8
Properties=species:S:1:pos:R:3 method="wB97M-V/def2-TZVPD" s_squared=2.010 gap_ev="7.07 / 7.62" e_lumo_ev="0.8 / -2.9" multiplicity=3 e_homo_ev="-6.31 / -10.54"
P 3.67507 0.25610 -0.43231
F 3.45823 -0.53744 1.04078
N 2.25396 0.67182 -0.91164
N -0.45867 -0.18667 -0.11303
H -0.84949 0.58645 -0.48551
H 1.23107 0.55490 -0.71663
H -0.84412 -0.40769 0.78669
H -0.31176 -1.02080 -0.65272

=====

No. 11
10
Properties=species:S:1:pos:R:3 method="wB97M-V/def2-TZVPD" gap_ev=8.24 e_lumo_ev=-0.3 e_homo_ev=-8.59
S 3.46427 -2.16792 -0.17049
S 2.42026 0.89005 0.84772
Si 2.57527 -0.32985 -0.90291
Si -1.99618 -0.46985 0.52972
F -0.44796 -0.43510 0.93018
H -2.14216 0.53056 -0.51138
H -2.73115 -0.33154 1.74795
H -2.09014 -1.86867 -0.01858
H 3.01298 1.80504 0.08194
H 3.22195 -1.82388 1.02681

=====

No. 12
12
Properties=species:S:1:pos:R:3 method="wB97M-V/def2-TZVPD" gap_ev="8.06 / 8.08" e_lumo_ev="0.1 / 0.4" e_homo_ev="-7.99 / -7.67"
P 0.90853 -1.14268 -1.80494
F 0.02837 -2.34111 -1.12803
N 1.87488 -0.72418 -0.53455
N -1.15285 0.45208 0.83771
N -0.81134 1.19014 -0.35406
N 2.13099 -1.08167 0.68490
H 1.71303 -1.93172 0.89408
H 2.56264 0.06039 -0.83155
H -0.56666 0.91762 1.58862
H -2.16639 0.69462 1.04133
H -0.93905 0.54426 -1.05589
H -1.50800 1.96731 -0.51542

=====

No. 13
6
Properties=species:S:1:pos:R:3 method="wB97M-V/def2-TZVPD" gap_ev=5.33 e_lumo_ev=3.4 charge=-1 e_homo_ev=-1.92
P 0.38220 -0.38896 -0.64009
Mg -1.98114 -0.85991 1.50568
F 1.85446 -1.20476 -0.47991
O 0.31958 1.24437 -0.84572
O -0.13381 -0.56340 0.82819
H -0.44128 1.77267 -0.36814

=====

No. 14
7
Properties=species:S:1:pos:R:3 method="wB97M-V/def2-TZVPD" gap_ev="9.74 / 9.97" e_lumo_ev="-2.3 / -2.0" e_homo_ev="-12.04 / -11.96"
F 1.99541 -1.78476 0.15873
O 3.24417 0.23229 -0.50130
O -0.03419 -0.38269 -0.63137
O 1.74770 1.52481 0.35716
N 2.24036 0.49221 0.06562
N 1.46530 -0.67341 0.59977
H -0.70369 -0.16146 0.02386

=====

No. 15
5
Properties=species:S:1:pos:R:3 method="wB97M-V/def2-TZVPD" gap_ev="6.95 / 11.64" e_lumo_ev="-2.3 / -1.2" e_homo_ev="-9.26 / -12.82"
S 0.90933 -0.73724 -0.86723
F 2.04157 -0.14019 0.11807
O -2.21055 1.34493 0.44446
O 0.65247 -2.05105 -0.46949
H -1.39282 1.58355 0.77418

=====

No. 16
7
Properties=species:S:1:pos:R:3 method="wB97M-V/def2-TZVPD" gap_ev=7.02 e_lumo_ev=-1.3 e_homo_ev=-8.31
Yb 1.01608 1.52955 -0.93479
S -1.54609 1.39576 -0.07973
S -0.34575 -0.95596 0.85388
F 1.86100 0.69319 -2.62496
O 0.95290 -0.28796 0.54176
O -0.32074 -2.21869 1.56193
N -1.61739 -0.15589 0.68191

=====

No. 17
7
Properties=species:S:1:pos:R:3 method="wB97M-V/def2-TZVPD" gap_ev=10.76 e_lumo_ev=-1.8 e_homo_ev=-12.52
S 2.30790 0.31742 -0.20705
F -1.51139 -1.38534 0.25830
O -1.59213 0.36895 -1.07660
O 0.94815 0.87425 -0.35013
O -1.24313 0.66282 1.02890
O 2.38473 -0.99868 0.33746
N -1.29412 0.16058 0.00912

=====

No. 18
52
Properties=species:S:1:pos:R:3 method="wB97M-V/def2-TZVPD" s_squared=20.014 gap_ev="7.75 / 6.79" e_lumo_ev="-4.3 / -4.7" multiplicity=9 charge=+1 e_homo_ev="-12.04 / -11.44"
Fe 2.48710 1.17840 0.42620
Fe -2.04380 -1.01552 -0.09692
P 0.28702 0.19669 -0.39036
O 2.89289 2.54971 1.96526
O -0.05914 3.87041 1.24441
O -1.18388 0.38718 -3.77222
O 3.63404 -1.83108 -1.26289
O -0.39122 1.73348 3.67015
O 2.38262 2.86183 -0.80338
O -1.05013 0.41828 -1.11171
O 0.53310 1.27192 0.66713
O 1.65819 0.17621 -1.12052
O 1.20248 -3.28116 -0.47979
O 1.67479 -0.43006 -3.75310
O -2.61149 -2.46829 1.29741
O 0.59452 -1.18154 2.83947
O -1.43714 2.99328 -1.84582
O -3.91752 -0.14644 -0.82128
O -2.38474 0.45044 1.49798
O -0.36677 -3.90044 1.78783
O -0.12819 -1.14635 0.25634
O -1.99473 -2.39823 -1.68626
H 0.02761 1.13821 4.30137
H 1.60525 -0.40718 -2.77908
H 0.15846 2.92881 1.10748
H 3.49318 3.29203 1.81749
H -1.27534 -3.04257 -1.76904
H 1.87712 3.03664 -1.61053
H -0.51967 3.26630 -1.81939
H -0.13649 -1.48989 3.38335
H 0.21793 -1.09780 1.92862
H 0.26469 -3.85646 2.51216
H 0.69125 -2.45206 -0.34606
H -1.63763 1.05934 1.59494
H 0.18496 -3.89600 0.97659
H 0.48054 4.34729 0.61041
H -2.89734 0.56463 2.30667
H 2.13283 -3.01672 -0.46526
H -4.33913 0.61168 -0.39766
H -3.38029 -2.85702 1.72835
H 4.44597 -1.33005 -1.13245
H 2.94616 -1.16383 -1.39843
H 2.49215 0.03241 -3.95758
H -2.66845 -2.69726 -2.30761
H -1.83646 -2.95833 1.66243
H 2.72364 3.72370 -0.53126
H -1.43114 2.05623 -1.54790
H 0.06643 1.56348 2.83971
H -4.60554 -0.53709 -1.37326
H -0.44017 -0.19548 -3.96267
H 2.73068 2.54789 2.92061
H -1.14920 0.54040 -2.79989

=====

No. 19
21
Properties=species:S:1:pos:R:3 method="wB97M-V/def2-TZVPD" s_squared=6.009 gap_ev="3.00 / 2.95" e_lumo_ev="1.8 / 1.8" multiplicity=5 charge=-1 e_homo_ev="-1.21 / -1.18"
Fe -15.30538 24.96040 18.38069
P -14.99000 24.42617 15.91696
O -14.44651 25.65739 16.64827
O -13.47762 24.34600 19.17152
O -17.97810 22.79860 17.42063
O -16.34893 23.55225 19.65121
O -13.80132 23.86455 15.19241
O -15.49820 23.51175 17.01523
O -15.82919 24.71310 14.65605
O -14.74442 26.74109 19.37184
O -17.04225 26.01881 17.68803
H -13.81239 26.76618 19.58843
H -15.79915 22.79558 19.85474
H -17.09284 23.09781 17.21323
H -13.21650 24.30996 20.09171
H -14.99929 27.66105 19.30142
H -17.11672 23.18106 19.21653
H -17.33327 26.01215 16.77616
H -17.27132 26.89187 18.00667
H -17.95637 21.85522 17.26002
H -12.76688 23.90825 18.70305

=====

No. 20
16
Properties=species:S:1:pos:R:3 method="wB97M-V/def2-TZVPD" gap_ev=12.27 e_lumo_ev=-3.5 charge=+1 e_homo_ev=-15.76
O -0.22469 -0.36300 1.89706
O 2.12131 -0.47500 0.24606
O -0.27869 -1.77500 -1.15294
O -1.79569 0.56500 -0.80194
O 0.52031 1.96100 -0.15494
Li 0.10231 0.04900 -0.23794
H 0.84931 2.07800 0.71906
H 0.15231 -2.57900 -0.73394
H -0.83369 0.37400 2.05806
H 2.64731 -1.28900 0.26506
H -1.14969 -2.13300 -1.37494
H 0.03031 2.73100 -0.40694
H -0.81569 -1.11500 1.75206
H -1.75769 1.53200 -0.90394
H 2.76031 0.27800 0.29806
H -2.32769 0.16100 -1.46794